{
  "formula": "C5H9NO",
  "method": "the ωB97M-V functional and the def2-TZVPD basis",
  "species": ["H", "C", "N", "H", "C", "H", "H", "H", "H", "O", "C", "C", "H", "H", "C", "H"],
  "positions_angstrom": [[2.23, -0.31, -1.32], [-0.84, 0.83, -0.06], [1.75, 1.11, 0.32], [-1.12, 1.27, 0.91], [1.60, 0.53, -1.03], [2.41, 0.55, 0.86], [1.41, 1.26, -1.81], [-2.64, -0.33, 1.24], [0.63, -1.92, 0.18], [-2.49, -0.98, 0.53], [-1.27, -0.65, -0.08], [0.11, -1.03, 0.55], [-1.29, -1.10, -1.08], [-1.13, 1.51, -0.86], [0.58, 0.32, 0.01], [0.06, -1.05, 1.64]],
  "energy_ha": -325.8399,
  "total_charge": 0,
  "e_above_lowest_ev": 2.6563,
  "gap_ev": 10.45
}